The following is a quantum chemistry calculation of one molecule with the formula C4H5N3O in a non-equilibrium geometry, from OMol25.

ORCA input file:
```
! wB97M-V def2-TZVPD RIJCOSX def2/J DEFGRID3
* xyz 0 1
C 0.9950 -0.1009 0.3263
C -0.4109 -0.0369 0.7905
C -0.7891 0.3833 1.9854
C -1.4009 -0.3978 -0.2186
H -0.2278 0.0568 -2.3491
H 2.1193 0.5165 -1.2382
H 2.8151 -0.2366 0.6291
H -0.0403 0.7962 2.7284
H -1.8405 0.4209 2.2621
N 1.1915 -0.0368 -1.0836
N 1.9486 -0.2868 1.1580
N -2.3871 -0.6847 -0.8165
O 0.1924 0.8022 -1.7675
*
```

Values from the calculation:
- DFT total energy: -10743.4643 eV
- Energy above the lowest of the compared OMol25 structures with the same formula, charge and spin: 400.5 kJ/mol
- SMILES: [H]/N=C(\NO)C(=C)C#N
- Highest occupied orbital energy: -10.2 eV

=====

The following is a quantum chemistry calculation of a 9-piece molecular cluster, C30H70F30N4O2P5 overall in a non-equilibrium geometry, from OMol25.

ORCA input file:
```
! wB97M-V def2-TZVPD RIJCOSX def2/J DEFGRID3
* xyz -1 1
C -4.7610 -6.6799 12.3723
C -3.5143 -7.4840 12.7436
O -2.4229 -7.1002 12.5777
N -3.8017 -8.8664 13.2263
H -4.3510 -9.3700 12.5277
H -2.9271 -9.4255 13.2351
C -4.3560 -9.0470 14.6255
H -5.4900 -6.8573 13.1665
H -5.1646 -6.8890 11.3824
H -4.5839 -5.6096 12.4207
H -5.3781 -8.6896 14.5376
H -3.8257 -8.4431 15.3592
H -4.2202 -10.0714 14.9594
C -3.6165 -0.9626 13.0145
N -2.4685 -1.5510 12.3026
C -1.3197 -1.9450 13.2206
C -2.8930 -2.7772 11.5438
C -1.8167 -0.5100 11.4047
C -2.8094 0.1872 10.4707
O -2.0637 1.1185 9.7132
H -3.9424 -1.5500 13.8715
H -4.4424 -0.6886 12.3621
H -3.3675 0.0015 13.4672
H -1.1530 -1.1166 13.9092
H -0.4421 -2.1951 12.6336
H -1.6672 -2.7565 13.8583
H -2.0352 -3.2042 11.0268
H -3.6779 -2.4578 10.8602
H -3.3194 -3.4928 12.2439
H -1.0061 -0.9926 10.8644
H -1.4076 0.1941 12.1274
H -3.6474 0.7361 10.9040
H -3.2313 -0.6274 9.8684
H -2.5944 1.5346 9.0314
C 5.7688 -2.5545 17.3457
C 4.5158 -2.9688 18.1442
C 3.7136 -4.1572 17.6197
C 3.0382 -3.8747 16.2709
N 2.0741 -5.0010 15.8813
C 1.3972 -4.7031 14.5438
C -0.1296 -4.8568 14.6450
C -0.3127 -5.4822 16.0225
C 0.8965 -5.0119 16.8405
C 2.7423 -6.3419 15.9021
C 4.0477 -6.4109 15.1316
C 4.6808 -7.8115 15.0570
H 6.5551 -2.1871 18.0157
H 5.5550 -1.7430 16.6524
H 6.3065 -3.3711 16.8566
H 3.8389 -2.1256 18.2826
H 4.8581 -3.3096 19.1248
H 2.8554 -4.2844 18.2842
H 4.3251 -5.0607 17.6130
H 3.7338 -3.7813 15.4394
H 2.5055 -2.9330 16.4088
H 1.8639 -5.3760 13.8271
H 1.7009 -3.7352 14.1434
H -0.5213 -5.4678 13.8363
H -0.6662 -3.9115 14.6963
H -0.1263 -6.5539 16.0769
H -1.1937 -5.1887 16.5864
H 1.0926 -5.6273 17.7133
H 0.7510 -3.9694 17.1106
H 2.0318 -7.0104 15.4094
H 2.8412 -6.7310 16.9142
H 4.7302 -5.6903 15.5831
H 3.8879 -6.1250 14.0903
H 5.3579 -7.9936 15.8926
H 5.1708 -7.9929 14.1023
H 3.9540 -8.6282 15.1118
C 7.2285 9.4624 17.8693
C 7.0680 8.2504 18.7702
C 6.6314 6.9548 18.0745
C 7.7300 6.2741 17.2803
N 7.3433 5.0216 16.5095
C 8.4461 4.8010 15.4982
C 7.8911 5.0112 14.0909
C 6.3779 4.8011 14.2379
C 6.1266 5.3856 15.6342
C 7.0600 3.8330 17.4344
C 6.6618 2.6230 16.6048
C 6.2988 1.5398 17.6162
H 8.1838 9.4461 17.3396
H 7.2624 10.4118 18.4089
H 6.4033 9.5982 17.1633
H 6.3295 8.4337 19.5501
H 8.0570 8.2311 19.2398
H 5.7950 7.2178 17.4261
H 6.2839 6.2540 18.8352
H 8.5815 5.9717 17.8939
H 8.1575 6.9907 16.5763
H 8.9058 3.8235 15.6553
H 9.3591 5.3785 15.6624
H 8.2519 4.2698 13.3789
H 8.1150 5.9856 13.6583
H 6.1204 3.7459 14.1749
H 5.7548 5.3823 13.5620
H 5.1842 5.1055 16.1028
H 6.0536 6.4650 15.5010
H 6.2893 4.2809 18.0596
H 7.9674 3.6522 18.0078
H 7.5476 2.3649 16.0225
H 5.8180 2.7432 15.9274
H 5.3188 1.7819 18.0236
H 7.0250 1.4891 18.4336
H 6.3115 0.5641 17.1370
P 3.9170 0.3800 14.3236
F 4.1814 -0.0448 12.7781
F 4.1000 -1.1700 14.7728
F 5.5051 0.6156 14.5592
F 3.4553 0.7587 15.8240
F 3.7800 1.9479 13.9001
F 2.3353 0.1161 14.0490
P -4.0888 -4.5906 15.5295
F -5.1009 -4.1850 14.3069
F -4.7437 -6.0624 15.5537
F -2.9583 -5.1003 14.4762
F -3.1098 -4.9009 16.7776
F -3.4836 -3.0741 15.4496
F -5.1967 -4.0833 16.5847
P -0.5009 -9.4368 15.2396
F 0.5820 -10.5757 14.8061
F -1.1434 -10.5026 16.2640
F 0.5479 -8.9452 16.3692
F -1.6104 -8.3090 15.6548
F 0.1006 -8.3586 14.1990
F -1.5089 -9.8978 14.0354
P 0.8869 -4.6797 10.2282
F -0.5604 -5.1452 10.8364
F 0.1221 -4.3477 8.8298
F 0.5865 -3.1549 10.7070
F 2.3234 -4.2161 9.6001
F 1.6602 -5.0678 11.5898
F 1.1156 -6.1901 9.6747
P 0.1387 -0.6557 17.2546
F 0.9092 -0.8822 15.8399
F 1.3512 0.3679 17.6574
F -0.6105 0.6685 16.6018
F -0.6233 -0.3595 18.6199
F -0.9807 -1.6761 16.7437
F 0.9658 -1.7969 18.0878
*
```

Values from the calculation:
- DFT total energy: -170300.4036 eV
- Highest occupied orbital energy: -8.1 eV

=====

Q: Which of these has the lowest highest occupied orbital energy?
A: C4H5N3O

=====

Please write out number 1 again, unchanged.
The following is a quantum chemistry calculation of one molecule with the formula C4H5N3O in a non-equilibrium geometry, from OMol25.

ORCA input file:
```
! wB97M-V def2-TZVPD RIJCOSX def2/J DEFGRID3
* xyz 0 1
C 0.9950 -0.1009 0.3263
C -0.4109 -0.0369 0.7905
C -0.7891 0.3833 1.9854
C -1.4009 -0.3978 -0.2186
H -0.2278 0.0568 -2.3491
H 2.1193 0.5165 -1.2382
H 2.8151 -0.2366 0.6291
H -0.0403 0.7962 2.7284
H -1.8405 0.4209 2.2621
N 1.1915 -0.0368 -1.0836
N 1.9486 -0.2868 1.1580
N -2.3871 -0.6847 -0.8165
O 0.1924 0.8022 -1.7675
*
```

Values from the calculation:
- DFT total energy: -10743.4643 eV
- Energy above the lowest of the compared OMol25 structures with the same formula, charge and spin: 400.5 kJ/mol
- SMILES: [H]/N=C(\NO)C(=C)C#N
- Highest occupied orbital energy: -10.2 eV

=====

Q: What is the formula in the first record?
A: C4H5N3O

=====

Q: The highest DFT total energy belongs to which entry?
A: C4H5N3O